[1]
This record from OMol25 describes a molecular structure, C11H22N6O5Rh. The level of theory is ωB97M-V/def2-TZVPD.

The geometry in XYZ format:
```
45
Properties=species:S:1:pos:R:3:forces:R:3
O 2.783693 1.496216 -2.003887 -2.641 1.502 0.594
H 3.188864 1.985707 -2.736101 -0.048 -0.156 0.154
Rh 0.535964 0.565058 -0.667555 1.620 0.105 3.118
N -1.237135 -0.063036 -1.064878 -3.204 -0.935 -0.516
N 0.897730 -0.845071 -1.973498 1.255 -1.291 -0.906
O -2.435179 0.217160 -0.442890 -0.206 0.786 0.854
O 2.151287 -1.215966 -2.459956 0.700 0.245 0.064
C -1.385020 -0.764689 -2.200697 0.323 0.251 0.895
C -0.150450 -1.241125 -2.715195 -0.289 0.370 -0.076
C -2.771463 -1.002214 -2.635084 -0.294 -0.773 -0.936
C 0.118739 -1.990018 -3.962225 -0.475 -0.436 -0.685
H -3.389971 -0.098827 -2.632397 0.308 -0.113 0.099
H -3.246508 -1.730383 -1.969416 -0.067 0.106 -0.111
H -2.756156 -1.406437 -3.646808 -0.187 -0.095 0.004
H 1.009889 -2.623749 -3.869175 -0.361 0.257 0.012
H 0.274660 -1.305663 -4.811243 0.093 -0.125 0.242
H -0.738382 -2.616020 -4.230416 0.124 0.072 0.062
H -2.202732 0.481081 0.502545 -0.012 -0.475 -1.036
H 2.721311 -0.439679 -2.255399 -0.491 -0.467 -0.284
O 1.189857 -2.321707 1.145764 -0.366 0.082 -0.500
H 0.420369 -2.905898 1.038350 0.364 0.193 0.015
H 1.341700 -1.969305 0.247686 0.002 -0.358 0.346
C 1.413091 2.230980 -1.744113 3.205 1.425 -2.308
H 1.452857 2.861949 -0.852541 0.043 -0.419 0.128
H 0.438737 1.718050 -2.012225 0.173 0.128 -0.281
H 1.322127 2.962537 -2.563922 0.171 -0.070 0.159
O -2.914852 3.239349 1.770677 0.582 0.349 -0.547
H -2.687488 3.896881 1.081931 -0.268 -0.508 0.584
H -2.069368 2.820250 1.991961 -0.320 0.079 -0.036
N 1.879984 0.536470 3.308419 -0.006 0.036 0.013
C 2.992698 1.135530 2.756489 -0.203 -0.004 -0.555
C 2.696150 1.362933 1.443264 -0.446 -0.483 0.514
N 1.425926 0.863217 1.196879 -0.598 0.221 1.151
C 0.925140 0.399513 2.351641 1.319 0.475 -0.449
C -0.365940 -0.188405 2.643372 -1.520 -0.592 0.243
N -1.569362 0.064154 2.119149 0.896 0.018 0.651
C -2.474982 -0.697551 2.832537 0.605 -0.019 -0.021
C -1.816208 -1.431523 3.785208 -0.041 0.294 -0.220
N -0.489847 -1.096641 3.657662 0.441 -0.059 0.237
H 1.785251 0.271401 4.285267 0.020 0.234 -0.417
H 3.897169 1.322616 3.300882 -0.006 0.055 0.199
H 3.273150 1.829812 0.658010 0.030 -0.183 0.142
H -3.537634 -0.670458 2.630742 0.230 0.038 -0.058
H -2.187851 -2.123368 4.528824 0.186 0.110 -0.145
H 0.290199 -1.513109 4.172362 -0.641 0.128 -0.396
```
Forces are in eV/Å.

2S+1: 5
Energy relative to the best compared isomer or geometry (same formula, charge and spin) (kcal/mol): 33.1
E_LUMO (spin up / spin down) (eV): -2.63 / -4.70
Charge: +1

[2]
This record from OMol25 describes 2 unconnected molecules or ions with the total composition C11H23BF3O5. The level of theory is ωB97M-V/def2-TZVPD.

The geometry in XYZ format:
```
43
Properties=species:S:1:pos:R:3:forces:R:3
C 1.948838 0.746018 2.488833 0.258 -0.607 0.032
C 2.474987 1.269788 1.078314 -0.392 0.222 0.076
C 1.474570 2.252850 0.317514 1.189 0.699 1.144
O 0.874501 3.098049 1.294388 0.203 -1.824 -1.383
B -0.167243 3.997370 0.716507 -0.251 1.164 1.646
C -1.369296 4.103254 1.874005 0.216 -1.494 -0.114
C -2.003592 2.626105 2.013777 -0.702 2.505 1.402
O -2.570996 2.239477 0.737015 1.004 -1.874 0.520
C -2.191304 0.924767 0.366554 -0.708 -0.031 -0.913
C -3.042225 -0.201656 1.131323 0.086 1.653 -1.588
F -3.036104 -1.365427 0.322129 -0.448 1.573 2.152
F -2.570907 -0.452091 2.409723 -1.466 -0.210 -2.187
F -4.372236 0.244737 1.122194 2.128 -1.367 0.874
H 2.611507 1.142324 3.319961 -0.893 -0.457 -0.914
H 0.883323 1.023808 2.731059 1.185 -0.070 -0.469
H 2.014487 -0.395456 2.517797 -0.046 1.426 0.058
H 2.671729 0.375942 0.413823 0.089 1.004 0.622
H 3.433550 1.851633 1.266374 -1.063 -0.866 -0.381
H 2.122819 2.921361 -0.347789 -0.786 -0.971 0.283
H 0.742545 1.693070 -0.343459 0.525 0.524 0.713
H 0.323280 5.109944 0.688752 0.187 0.601 -0.481
H -0.580577 3.664194 -0.353261 -0.138 -0.352 -0.615
H -0.847538 4.354575 2.861169 -0.903 -0.224 -1.087
H -2.158960 4.876104 1.609932 0.720 -0.971 0.502
H -2.880352 2.729761 2.747257 1.003 -0.667 -0.799
H -1.251389 1.894729 2.430877 -0.721 0.726 -0.753
H -1.080480 0.723459 0.419851 -1.096 0.174 0.382
H -2.485153 0.814665 -0.731727 0.269 0.020 1.424
C -0.569112 -2.721210 -0.517849 0.051 -0.325 0.104
C -0.255028 -2.044330 -1.836614 -0.576 0.230 0.492
O 1.036470 -2.440653 -2.321737 0.187 -0.309 -0.502
C 1.077810 -3.619748 -2.949468 -0.072 0.383 0.394
O 0.143731 -4.355960 -3.145811 0.212 0.022 -0.108
O 2.349194 -3.853116 -3.312441 -0.150 0.034 -0.055
C 2.545550 -5.114870 -3.944489 0.151 -0.265 -0.167
H 0.233466 -2.547741 0.203940 -0.048 0.150 -0.055
H -1.507740 -2.343675 -0.103355 0.577 -0.246 -0.234
H -0.657046 -3.803257 -0.642603 -0.042 0.067 -0.093
H -0.214493 -0.962303 -1.690962 0.303 -0.110 -0.123
H -1.028519 -2.239226 -2.583350 0.199 -0.164 -0.015
H 1.863349 -5.246321 -4.785921 -0.058 -0.021 0.180
H 2.419760 -5.920587 -3.218685 -0.137 0.019 -0.115
H 3.567817 -5.142150 -4.321433 -0.045 0.231 0.152
```
Forces are in eV/Å.

E_LUMO (eV): 2.44
Charge: -1

[3]
This record from OMol25 describes a molecular structure, C11H23BF4NO2P2Ti. The level of theory is ωB97M-V/def2-TZVPD.

The geometry in XYZ format:
```
45
Properties=species:S:1:pos:R:3:forces:R:3
Ti 0.095194 0.247502 0.635995 0.313 -0.113 1.248
P 2.174754 -1.042297 0.941808 0.439 0.025 0.112
C 2.391003 -1.479155 -0.829205 0.568 -0.067 -0.006
C 1.065416 -1.758071 -1.499454 -0.100 0.335 -0.296
N -0.049570 -1.154027 -1.007597 -0.242 -0.699 -0.316
C -1.248251 -1.439348 -1.580946 0.312 0.157 -0.391
C -1.322608 -2.231329 -2.718305 -0.441 0.191 -0.130
C -0.184991 -2.774615 -3.284431 0.087 0.086 0.159
C 1.018511 -2.535595 -2.648161 0.371 -0.243 0.157
C -2.504475 -0.825387 -1.014295 -0.433 0.107 -0.112
P -2.185786 0.690824 -0.025328 -0.392 0.275 -0.235
H 1.947008 -2.949320 -3.026057 -0.111 0.015 0.014
H -2.286325 -2.350715 -3.196748 0.002 -0.154 0.095
H -0.231577 -3.364405 -4.197122 -0.011 0.124 0.200
H -3.183664 -0.535468 -1.831200 0.122 -0.351 0.138
H -3.052593 -1.543164 -0.376490 0.327 0.193 -0.223
H 2.917414 -0.643793 -1.337877 -0.293 -0.384 0.239
H 3.051905 -2.358026 -0.869950 -0.193 0.191 -0.351
H 1.717881 3.955895 -1.634691 0.852 -0.435 -0.567
O 2.406689 3.486875 -2.164642 -1.054 0.821 -0.015
H 2.372073 3.952628 -3.024993 0.127 -0.393 0.641
H -1.402396 4.824852 0.514033 0.257 0.562 -0.354
O -1.105863 5.506688 -0.119025 -0.612 -0.041 0.737
H -1.533766 6.321672 0.214252 0.391 -0.555 -0.334
C -2.341965 2.040805 -1.234864 -0.318 -0.004 -0.026
H -3.333150 1.997678 -1.703610 0.236 0.224 -0.046
H -2.213203 2.995750 -0.705770 -0.092 -0.213 -0.320
H -1.557899 1.949095 -1.999897 -0.239 0.067 0.172
C -3.617799 0.826944 1.070523 -0.203 0.093 -0.068
H -3.500720 1.745965 1.654559 -0.109 -0.213 0.001
H -4.547376 0.879875 0.492291 0.109 0.002 0.132
H -3.655906 -0.033117 1.748600 0.086 0.236 -0.087
C 2.141880 -2.647730 1.802702 0.002 -0.043 0.039
H 3.068567 -3.206334 1.609503 -0.217 0.144 0.046
H 2.056896 -2.447384 2.879611 -0.057 -0.121 -0.279
H 1.283140 -3.249299 1.473996 0.199 0.200 0.146
C 3.720457 -0.268552 1.462997 0.235 -0.187 -0.113
H 3.620481 -0.057158 2.532926 0.127 0.058 -0.176
H 4.570369 -0.937169 1.293986 -0.002 0.176 0.091
H 3.858520 0.664359 0.904881 0.046 -0.152 0.205
F -0.424842 -0.131213 2.411650 0.024 0.193 0.143
B -0.012022 -0.031110 4.525205 -0.378 -0.154 -0.223
F 1.307616 -0.312772 4.448011 -0.854 0.196 -0.018
F -0.402726 1.247442 4.665196 0.357 -0.920 -0.071
F -0.886296 -1.028295 4.747914 0.764 0.772 0.043
```
Forces are in eV/Å.

2S+1: 3
Energy relative to the best compared isomer or geometry (same formula, charge and spin) (kcal/mol): 8.7
E_LUMO (spin up / spin down) (eV): -3.34 / -3.36
Charge: +1

[4]
This record from OMol25 describes a molecular structure, C11H23BaN3O9P3STe. The level of theory is ωB97M-V/def2-TZVPD.

The geometry in XYZ format:
```
52
Properties=species:S:1:pos:R:3:forces:R:3
Ba -0.026006 0.674316 -1.353147 0.975 -3.604 2.513
N -0.623960 3.304501 -1.564525 -0.668 -0.128 -2.705
C -0.897761 2.877852 -3.131172 -0.453 -0.673 0.512
C -1.132985 4.132124 -3.938943 0.050 0.091 0.002
P 0.866946 2.043439 -3.818805 -0.902 0.128 -0.399
O 0.474747 0.386194 -3.959911 -0.057 2.300 0.564
O 1.166149 2.612365 -5.133438 -0.105 0.119 -0.047
O 1.739163 2.243492 -2.599644 -0.594 -0.362 -0.259
P -2.614174 1.839499 -3.003918 0.842 0.409 0.246
O -2.400866 0.909276 -4.319055 0.108 0.361 -0.317
O -3.755712 2.765004 -3.047056 0.163 0.207 -0.331
O -2.467547 0.892317 -1.837102 0.089 0.678 0.086
H -0.775566 4.284494 -1.342634 -0.046 0.057 -0.218
H 0.392293 3.086020 -1.510353 -0.149 0.406 0.735
H -1.305982 2.752060 -1.019312 0.647 0.613 0.594
H -0.281145 4.813861 -3.878737 0.018 -0.025 -0.020
H -2.047776 4.634330 -3.620672 -0.011 -0.018 -0.006
H -1.235836 3.849164 -4.985711 -0.012 0.011 0.005
H -0.497831 0.401636 -4.085868 0.113 -0.510 -0.667
H -3.055299 0.199438 -4.315305 0.029 -0.157 -0.055
C 0.455630 -7.009702 0.074867 0.004 0.006 0.003
C 0.881465 -5.570212 -0.012406 -0.005 -0.014 0.007
C 2.075386 -5.127724 0.544750 -0.001 0.010 0.012
C 2.343610 -3.777000 0.397352 -0.005 0.000 -0.005
N 1.537484 -2.939776 -0.230220 0.050 0.018 -0.066
C 0.387420 -3.444392 -0.732097 0.060 0.010 -0.092
S -0.708600 -2.382618 -1.543087 -0.162 0.091 -0.045
N 0.050014 -4.749291 -0.637591 -0.022 0.019 0.026
H 1.262920 -7.646950 0.436183 -0.002 0.000 0.002
H 0.127615 -7.356321 -0.904529 0.002 0.001 -0.001
H -0.394200 -7.101980 0.753439 -0.002 0.003 -0.003
H 2.753448 -5.794709 1.059143 0.000 0.000 -0.003
H 3.255042 -3.345153 0.805099 0.003 -0.002 -0.004
C 2.278957 3.149591 4.717688 0.005 -0.001 -0.008
C 1.348142 1.992812 4.431991 0.003 -0.012 0.008
O 0.416448 2.377341 3.420487 -0.031 0.035 -0.026
P 0.160703 1.601004 2.036986 -0.074 0.156 -0.138
O -0.188528 2.607074 0.975527 0.078 -0.304 -0.217
Te 1.880597 0.065572 1.462320 0.044 0.130 0.264
O -1.216094 0.803247 2.278662 0.036 -0.066 0.041
C -1.273128 -0.350681 3.134216 -0.019 0.003 0.001
C -1.644742 -1.571424 2.324417 -0.006 -0.003 0.009
H 2.970962 2.884345 5.519405 -0.003 0.001 0.002
H 1.717100 4.034320 5.018458 -0.003 0.001 -0.001
H 2.856993 3.390118 3.825253 0.001 -0.002 0.002
H 0.771964 1.716552 5.318523 0.000 0.013 0.003
H 1.914215 1.119649 4.099367 -0.009 -0.004 0.003
H -2.021901 -0.130178 3.897975 0.014 -0.006 0.018
H -0.308825 -0.499031 3.628814 0.010 0.000 -0.023
H -2.619931 -1.441664 1.854499 0.008 0.009 -0.016
H -1.681822 -2.451703 2.970032 -0.015 0.004 0.005
H -0.909194 -1.752497 1.539785 0.004 0.000 0.004
```
Forces are in eV/Å.

E_LUMO (eV): 2.15
Charge: -1

[5]
This record from OMol25 describes a molecular structure, C11H23BrNO2P2Ti. The level of theory is ωB97M-V/def2-TZVPD.

The geometry in XYZ format:
```
41
Properties=species:S:1:pos:R:3:forces:R:3
Ti -0.539914 -1.026479 0.828380 1.383 -2.022 0.597
P 0.607636 -2.191168 -1.621809 1.101 -2.402 -2.867
C 0.377244 -0.434826 -2.278232 -0.118 0.189 0.565
C -0.328243 0.727241 -1.622179 -0.227 0.800 -0.132
N -0.786896 0.670230 -0.350966 0.168 -0.653 0.520
C -1.426248 1.733936 0.209621 -0.339 0.583 -0.175
C -1.645104 2.893353 -0.514866 0.083 0.073 0.275
C -1.154277 2.986705 -1.812128 -0.051 0.043 0.062
C -0.488464 1.894935 -2.361423 0.045 -0.434 0.097
C -1.937349 1.630973 1.623638 -0.168 -0.265 -0.105
P -0.993893 0.427647 2.656934 -1.174 1.918 1.566
H -0.097709 1.936457 -3.369077 -0.013 0.052 -0.059
H -2.168502 3.725164 -0.033031 0.196 -0.283 -0.282
H -1.288131 3.906902 -2.381650 0.047 -0.258 0.064
H -1.862271 2.608146 2.125033 -0.104 -0.264 -0.159
H -3.000722 1.338483 1.628392 0.242 0.082 -0.064
H 1.381139 -0.125107 -2.530687 0.473 0.119 0.033
H -0.130168 -0.587882 -3.252311 0.175 -0.537 0.453
H 4.517895 2.357117 -0.508229 0.051 0.198 -0.103
O 5.332032 1.919314 -0.247686 -0.314 -0.730 0.009
H 5.211059 0.987758 -0.501752 0.287 0.546 0.079
H 1.099674 -2.850663 -0.404200 -1.316 1.342 -0.421
O 1.100929 -1.736517 1.256676 -1.788 1.670 0.155
H 1.996842 -1.528976 1.580604 -0.272 -0.145 0.066
C 0.238420 1.476240 3.462421 1.028 -0.453 -0.225
H -0.220977 2.362644 3.918237 -0.196 -0.307 -0.153
H 0.741890 0.889912 4.240625 -0.045 0.152 -0.089
H 0.994756 1.798983 2.737976 -0.060 0.051 0.170
C -2.111331 -0.087475 3.974508 -0.118 -0.801 -0.012
H -1.604955 -0.876017 4.546937 -0.156 0.174 0.036
H -2.356092 0.745546 4.646221 0.186 -0.029 -0.257
H -3.028949 -0.513011 3.553475 0.132 0.094 0.095
C -0.721356 -3.162632 -2.386531 -0.438 -0.021 0.379
H -0.447665 -3.409435 -3.422571 0.023 0.136 0.281
H -0.871899 -4.085963 -1.813410 0.074 0.117 -0.200
H -1.666685 -2.603659 -2.383969 0.202 -0.156 -0.025
C 2.159768 -2.723727 -2.424288 0.263 0.352 -0.118
H 2.242163 -3.811059 -2.307139 -0.104 0.151 -0.001
H 2.234853 -2.464353 -3.485047 -0.174 0.009 0.147
H 2.989890 -2.260192 -1.875557 -0.068 -0.101 -0.169
Br -2.348390 -2.538548 0.899061 1.085 1.008 -0.031
```
Forces are in eV/Å.

E_LUMO (eV): -12.68
Charge: +3